DFT (ωB97M-V/def2-TZVPD) results for C6H10O as an isolated structure.

Energy (Ha): -309.734441
Kohn-Sham gap (Eh): 0.3807
Spin multiplicity: 1
E_HOMO (Ha): -0.3398

```
17
Properties=species:S:1:pos:R:3:forces:R:3:mulliken_charge:R:1
C 2.124236 0.804871 -0.195775 0.21 0.05 -0.37 -1.2665
C 1.074991 -0.204520 0.098598 1.57 -3.04 0.77 0.1291
O 0.400016 0.003483 1.309770 -0.26 1.13 0.24 -0.4706
C -0.636220 -0.843399 0.807138 1.62 -2.20 0.13 0.0675
C -1.898890 0.010494 0.641682 -0.38 -0.61 0.33 -0.7398
C -1.367548 0.428881 -0.750781 0.20 0.33 -0.20 -0.7118
C -0.185073 -0.571348 -0.648581 -0.18 0.07 -0.04 0.0474
H 1.723580 1.817661 -0.307532 -0.19 -0.19 0.04 0.2943
H 2.858125 0.827512 0.612881 0.02 -0.08 -0.17 0.3211
H 2.586776 0.522201 -1.138710 0.35 0.11 -0.01 0.3474
H 1.530867 -1.433504 0.319007 -0.26 3.11 -1.11 0.1136
H -0.164584 -1.900307 1.100794 -2.60 1.29 0.19 0.3715
H -1.998886 0.800590 1.393952 0.10 -0.27 -0.13 0.2768
H -2.817579 -0.566193 0.596548 -0.17 -0.02 -0.05 0.2777
H -2.041948 0.171790 -1.572582 0.10 0.09 0.17 0.2790
H -1.075691 1.473689 -0.845276 -0.08 0.05 0.00 0.2716
H -0.112176 -1.341908 -1.421133 -0.05 0.17 0.23 0.3918
```
Positions in Å, forces in eV/Å.

=====

DFT (ωB97M-V/def2-TZVPD) results for an isolated ion of composition C2H6FN2 and charge +1.

Charge: +1
Energy (Ha): -288.879709
Kohn-Sham gap (Eh): 0.3540
Spin multiplicity: 1
E_HOMO (Ha): -0.5417
Structure (SMILES): NC/[NH+]=C/F

```
11
Properties=species:S:1:pos:R:3:forces:R:3:mulliken_charge:R:1
N 1.654075 0.066329 0.628540 0.37 0.03 0.52 -0.5459
C 0.660904 -0.193000 -0.362828 1.72 0.61 0.42 -0.3072
N -0.684412 -0.204929 0.199967 -1.27 -1.79 3.19 -0.1229
C -1.815384 0.102674 -0.297456 -0.71 1.65 -1.61 0.2749
F -2.867745 -0.037543 0.431410 0.05 -0.17 0.25 -0.1251
H 2.524164 -0.456961 0.448891 -0.81 0.61 0.36 0.2583
H 1.829540 1.049229 0.905970 -0.19 -1.06 -0.55 0.2222
H 0.987696 -1.075075 -0.900639 -0.86 -0.40 -0.02 0.3744
H 0.533292 0.606423 -1.001769 0.40 1.62 -2.18 0.2842
H -0.733628 -0.501549 1.238576 0.14 0.25 -1.87 0.3701
H -2.088500 0.644400 -1.290657 1.14 -1.35 1.50 0.3171
```
Positions in Å, forces in eV/Å.

=====

Number 1: E_LUMO 0.0409 Ha, maximum force 0.06823 Eh/bohr. Number 2: E_LUMO -0.1877 Ha, maximum force 0.07535 Eh/bohr.